DFT (the ωB97M-V functional and the def2-TZVPD basis) results for a molecular structure, C44H43N3O4PS2Tc.

```
! RIJCOSX wB97M-V def2-TZVPD def2/J DEFGRID3
* xyz 1 4
Tc -0.116 -0.747 -0.123
C -2.112 -0.792 3.176
C -0.628 -0.639 3.315
N 0.202 -0.617 2.306
C 1.508 -0.370 2.705
C 1.672 -0.249 4.039
S 0.161 -0.409 4.818
C 2.504 -0.175 1.638
C 3.816 0.123 1.745
S 4.485 0.332 0.187
C 2.984 0.019 -0.542
N 2.049 -0.244 0.333
C 2.754 0.069 -2.018
H -2.336 -1.143 2.170
H -2.598 0.177 3.308
H -2.517 -1.487 3.912
H 2.578 -0.047 4.595
H 4.411 0.240 2.641
H 3.688 0.054 -2.574
H 2.213 0.987 -2.262
H 2.146 -0.784 -2.325
O 1.700 2.691 0.077
C 0.620 3.278 0.803
C -0.523 2.250 0.830
O -1.487 2.426 1.521
O -0.323 1.152 0.108
C 0.084 4.531 0.087
C 0.355 4.757 -1.258
C -0.147 5.893 -1.896
C -0.929 6.799 -1.193
C -1.216 6.563 0.149
C -0.717 5.436 0.783
C 1.100 3.586 2.220
C 0.853 2.749 3.302
C 1.423 3.014 4.541
C 2.251 4.116 4.712
C 2.499 4.959 3.636
C 1.923 4.696 2.402
H 2.383 3.368 0.006
H 0.958 4.050 -1.812
H 0.076 6.065 -2.942
H -1.311 7.687 -1.684
H -1.826 7.266 0.705
H -0.946 5.251 1.826
H 0.195 1.894 3.192
H 1.208 2.363 5.381
H 2.693 4.323 5.680
H 3.134 5.828 3.760
H 2.102 5.374 1.572
C 2.632 -3.559 0.031
C 1.125 -3.657 -0.113
C 0.747 -4.667 -1.176
C 0.476 -3.996 1.221
O 0.609 -2.390 -0.574
H 3.044 -4.529 0.324
H 2.907 -2.828 0.796
H 3.088 -3.265 -0.919
H 1.098 -5.662 -0.892
H 1.198 -4.398 -2.135
H -0.339 -4.704 -1.298
H 0.779 -4.990 1.557
H -0.613 -3.979 1.122
H 0.767 -3.269 1.985
N -1.888 -1.080 -0.331
P -3.193 -0.668 -1.155
C -4.503 -1.827 -0.784
C -5.732 -1.723 -1.438
C -6.753 -2.607 -1.128
C -6.549 -3.595 -0.168
C -5.326 -3.703 0.478
C -4.298 -2.818 0.173
C -2.913 -0.726 -2.930
C -1.981 -1.656 -3.400
C -1.725 -1.755 -4.759
C -2.389 -0.924 -5.655
C -3.317 -0.001 -5.195
C -3.584 0.097 -3.835
C -3.749 0.967 -0.715
C -4.687 1.125 0.307
C -5.021 2.399 0.745
C -4.423 3.511 0.165
C -3.480 3.357 -0.842
C -3.134 2.088 -1.278
H -5.892 -0.953 -2.186
H -7.708 -2.531 -1.634
H -7.350 -4.284 0.074
H -5.171 -4.478 1.220
H -3.336 -2.888 0.665
H -1.453 -2.293 -2.699
H -1.009 -2.482 -5.122
H -2.183 -0.999 -6.716
H -3.834 0.645 -5.894
H -4.319 0.813 -3.483
H -5.160 0.259 0.755
H -5.746 2.524 1.540
H -4.690 4.505 0.505
H -3.002 4.223 -1.279
H -2.370 1.972 -2.039
*
```

largest force on an atom = 1.59 eV Å⁻¹
relative energy (zero: lowest compared OMol25 entry of this formula, charge and spin) = 0.0 kcal/mol
HOMO-LUMO gap (spin up / spin down) = 7.5 / 8.1 eV